Record 1
DFT (wB97M-V/def2-TZVPD) results for an isolated molecule of C4H8O2.

The calculation puts the max |F| at 0.47 eV/A. As for the frontier orbital gap: 11.35 eV. Its HOMO energy is -10.4 eV. Its SMILES is CO[C@@H]1O[C@H]1C.

Each line ends with the natural charge from an NBO analysis.
Cartesian coordinates (Å):
C  -0.32086  -1.14253  0.10850  0.321
H  1.07593  1.25529  -1.06664  0.218
H  -1.54988  0.82250  -0.67066  0.170
H  0.64010  0.43729  1.14753  0.178
O  -1.52571  -0.77468  0.69310  -0.526
C  0.80474  -0.25070  0.31970  0.033
H  -1.24439  1.27440  1.01656  0.170
H  2.61187  0.69558  -0.40248  0.219
C  1.63846  0.35888  -0.76657  -0.635
H  1.75438  -0.27716  -1.64634  0.219
C  -1.80908  0.58654  0.37335  -0.254
O  0.82378  -1.57983  0.83385  -0.479
H  -0.47160  -1.78560  -0.75700  0.167
H  -2.87590  0.76196  0.51454  0.199

---

Record 2
DFT (wB97M-V/def2-TZVPD) results for an isolated molecule of C21H20N2O3.

The calculation puts the max |F| at 0.58 eV/A. As for the frontier orbital gap: 9.14 eV. Its HOMO energy is -8.6 eV. Its SMILES is O=C(Nc1cccc(N2C(=O)[C@H]3CCCC[C@H]3C2=O)c1)c1ccccc1.

Each line ends with the natural charge from an NBO analysis.
Cartesian coordinates (Å):
H  3.19395  -0.38454  2.29029  0.401
H  -3.09476  0.32743  -4.27096  0.215
C  -4.97760  -0.96660  -1.68898  -0.393
C  -1.35948  -1.41212  2.53991  -0.234
H  0.28239  0.42714  0.20992  0.264
H  -4.51863  1.01194  -3.47892  0.195
C  -2.42694  1.08377  0.17130  0.725
C  5.19866  0.53951  -0.70638  -0.191
H  -0.42959  -2.39338  4.19294  0.218
H  -3.24813  -1.67147  -2.75945  0.203
N  2.51427  -0.16249  1.57617  -0.597
C  -3.21497  -1.09628  0.15973  0.711
C  1.20988  -0.56195  1.86787  0.161
H  4.69470  0.19825  -1.59796  0.235
H  -4.13170  1.91725  -0.88523  0.235
C  -0.27660  -1.77612  3.32085  -0.193
H  -1.89395  0.26068  -2.12242  0.204
C  -2.75627  0.92330  -2.23747  -0.388
C  3.00009  0.36212  0.40832  0.652
H  8.22445  1.51277  0.42961  0.216
C  7.16965  1.28144  0.43646  -0.195
C  0.99756  -1.35330  2.99645  -0.237
H  -2.38013  1.91121  -2.50640  0.228
H  7.12003  0.70899  -1.62617  0.217
N  -2.23768  -0.22172  0.61220  -0.526
H  6.91158  1.81977  2.49203  0.216
C  4.45771  0.68022  0.46345  -0.073
C  -3.65264  0.36247  -3.33405  -0.398
H  1.83670  -1.63957  3.61504  0.205
C  5.08276  1.14779  1.61606  -0.216
O  2.33818  0.53622  -0.59222  -0.595
C  -4.11676  -1.03629  -2.94453  -0.401
H  -2.35451  -1.74483  2.78677  0.226
H  -5.90241  -0.43209  -1.91765  0.204
H  -5.00862  -0.02092  0.23051  0.241
C  6.43293  1.44909  1.59754  -0.214
C  0.12807  -0.18865  1.07933  -0.261
O  -1.80934  2.03852  0.55382  -0.552
C  -4.26444  -0.25254  -0.54373  -0.316
H  4.51466  1.31365  2.52102  0.211
C  6.54986  0.82971  -0.71723  -0.207
O  -3.22338  -2.28325  0.34142  -0.565
C  -3.50245  1.02632  -0.89450  -0.315
H  -4.69430  -1.48414  -3.75476  0.213
H  -5.23750  -1.97270  -1.35460  0.233
C  -1.14530  -0.61462  1.42461  0.238

---

Record 3
DFT (wB97M-V/def2-TZVPD) results for a structure of composition C27H43ClN4PReSi.

The calculation puts the max |F| at 0.89 eV/A. The spin multiplicity is 2. The expectation value of S² is 0.8421. Its net charge is +1. As for the frontier orbital gap (alpha / beta): 6.44 / 6.82 eV. Its HOMO energy (alpha / beta) is -10.9 / -10.9 eV.

Each line ends with the Mulliken spin population.
Cartesian coordinates (Å):
N  -5.33471  0.15396  -0.61606  0.001
H  -1.94244  -1.81117  -1.88057  0.013
Si  -0.16585  1.55554  0.41282  -0.069
H  -1.20942  2.35424  -1.72481  -0.001
C  -0.58745  1.83384  2.24678  0.028
H  4.54857  2.45992  1.82769  0.000
H  1.01016  1.15345  -4.27841  0.001
H  -3.80111  -2.80576  0.11411  0.001
C  3.68076  -0.65790  -0.72771  -0.019
H  3.10876  -1.78132  3.23372  0.001
C  -5.71379  -0.79540  2.01663  -0.001
H  0.76578  -1.97436  3.40176  0.004
H  -3.52610  1.06553  -1.17361  0.000
H  3.61046  3.50463  -2.22157  -0.001
C  1.85230  -1.79979  1.52354  0.027
C  2.28727  -0.76269  -0.81668  -0.009
H  0.28708  1.75570  2.89744  0.002
C  5.93226  -0.13792  -1.69584  0.002
H  4.38810  0.36924  -3.86940  0.001
H  4.20189  -0.84924  0.18983  -0.004
C  -3.98691  -2.06209  0.89222  0.006
N  -5.14863  0.53762  1.79377  0.005
H  0.81616  -3.63726  0.97275  0.006
C  -1.27432  2.61062  -0.66270  0.022
H  -1.35429  1.17136  2.65130  -0.007
H  -6.70515  1.17031  0.57260  0.000
C  -1.13092  -2.14370  -1.24521  0.039
C  4.23129  3.02584  -0.22121  -0.002
N  -5.40835  -1.73583  0.93808  0.002
H  -3.73582  -0.57743  -1.74223  -0.002
C  3.79463  0.05461  -3.01438  -0.062
H  5.24586  3.38124  -0.36535  0.000
C  -3.69267  0.52553  1.87631  0.004
H  -3.67767  -2.50006  1.84434  0.002
C  1.59715  2.12461  0.15430  0.006
H  -5.34347  -1.19279  2.96396  0.000
P  -2.94356  -0.55817  0.56779  -0.074
Cl  -0.01350  -3.06128  -2.27791  0.005
H  6.40373  -1.12215  -1.75151  0.001
H  3.35034  -0.35625  2.21700  0.002
C  4.43650  -0.24956  -1.81877  0.012
C  3.31332  3.09851  -1.26056  0.001
H  6.21359  0.31079  -0.74086  0.000
H  -5.17731  2.02420  0.31600  0.000
H  0.82155  -0.33066  2.74838  -0.014
H  -6.97059  -1.08416  -0.26678  0.000
H  -0.32795  -1.58581  2.15108  0.009
C  0.73740  -1.38552  2.48472  0.080
H  1.14802  -0.52605  -4.79499  0.001
C  -5.88602  -1.17101  -0.32626  0.000
C  2.01080  2.65687  -1.06923  -0.004
C  1.67735  -0.41801  -2.03230  0.002
H  -0.94229  3.64994  -0.55282  -0.001
H  4.02556  -1.94263  1.75596  0.000
H  1.30813  2.72933  -1.89806  -0.001
H  2.13057  -3.85525  2.14833  -0.003
H  2.26143  1.66336  2.16198  0.001
H  -1.54949  -2.89374  -0.53590  -0.001
H  -2.32555  2.56995  -0.36661  0.003
C  3.84072  2.50688  1.00691  0.001
H  2.49841  -3.55583  0.43978  0.001
C  2.53865  2.06023  1.18570  -0.001
H  -5.63974  -1.85202  -1.14255  0.000
C  1.71471  0.32947  -4.42016  0.002
C  2.41223  -0.01614  -3.13293  0.045
C  1.81931  -3.30629  1.25654  -0.015
C  -3.89728  0.08169  -0.88624  -0.004
H  -3.30801  1.54045  1.78434  0.000
H  2.42625  0.62747  -5.18986  0.000
H  -3.38827  0.14698  2.85569  0.001
Re  -0.51417  -0.95026  0.33654  1.211
H  -6.79726  -0.69768  2.08461  0.000
H  -0.96031  2.86132  2.34786  0.003
C  3.17282  -1.43388  2.20046  -0.008
N  1.43070  -1.13321  0.24841  -0.209
H  6.35052  0.47497  -2.49397  0.001
C  -5.62406  1.04609  0.50611  -0.001
H  0.60338  -0.47600  -2.11411  -0.041